[1]
DFT (wB97M-V/def2-TZVPD) results for a 4-piece molecular cluster, C30H58BBr2ClN7O10 overall at a distorted geometry.

Geometry (Å):
C  -1.19937  2.74070  2.71967
C  -1.07062  1.68575  1.62453
C  -0.07513  0.54531  1.95046
C  0.76884  -0.13636  0.86362
C  1.61945  -1.20797  1.61181
C  2.20881  -0.90103  2.97408
C  1.30583  -1.33248  4.11800
N  1.63070  -0.83877  5.37840
O  0.31568  -2.04649  3.94639
C  1.78315  0.85276  0.14816
O  3.11478  0.52092  0.64793
C  1.72543  2.36335  0.49019
Br  2.39526  2.85545  2.22882
C  1.39898  3.39437  -0.33025
C  0.97142  3.27548  -1.77100
Br  1.46128  5.21944  0.20379
O  1.87946  0.59762  -1.22552
C  1.94866  -0.79427  -1.54778
C  0.76204  -1.68398  -1.10455
C  0.03252  -2.18654  -2.37570
C  0.99457  -3.05827  -3.24960
C  0.75105  -2.89836  -4.76049
N  -0.54146  -3.16796  -5.24105
O  1.69629  -2.59252  -5.51523
B  1.30057  -3.13363  -0.56312
O  0.41600  -4.18850  -0.37999
O  2.64603  -3.34780  -0.31415
N  -0.11332  -0.90971  -0.13332
C  -1.01783  -1.90957  0.58336
C  -2.32330  -1.50760  1.28146
C  -2.92558  -2.81500  1.87285
N  -4.33704  -2.69095  2.19376
C  -1.11750  -0.07248  -0.87338
C  -0.87782  0.83083  -2.06070
O  -0.08203  0.84538  -2.96958
Cl  -2.30729  1.97275  -2.17408
H  -1.92340  2.43239  3.47439
H  -0.26706  2.96382  3.23697
H  -1.58989  3.65689  2.28274
H  -0.86123  2.16070  0.66112
H  -2.07488  1.26297  1.50520
H  0.58914  1.01973  2.67180
H  -0.51890  -0.24906  2.55081
H  1.02401  -2.10367  1.80897
H  2.41949  -1.60634  0.99334
H  3.12593  -1.48029  3.10921
H  2.50763  0.12549  3.17056
H  1.74749  -1.58467  6.04726
H  2.45464  -0.25428  5.32586
H  3.70004  1.04784  0.09492
H  1.50259  2.51940  -2.33376
H  -0.11217  3.17143  -1.81884
H  1.17846  4.22269  -2.27182
H  2.05022  -0.80821  -2.63216
H  2.90142  -1.15494  -1.15515
H  -0.81975  -2.83381  -2.15345
H  -0.36004  -1.41550  -3.03755
H  2.03391  -2.76012  -3.15101
H  0.82965  -4.12439  -3.08517
H  -0.57983  -2.83946  -6.20450
H  -1.24365  -2.64667  -4.72671
H  0.72125  -4.94718  -0.88522
H  3.08062  -3.89667  -0.97183
H  -0.48197  -2.51716  1.30525
H  -1.36271  -2.62035  -0.16879
H  -2.24400  -0.81323  2.11136
H  -3.09385  -1.12612  0.60625
H  -2.34975  -3.08869  2.76025
H  -2.80567  -3.63058  1.15342
H  -4.91731  -2.91443  1.40122
H  -4.56121  -1.76648  2.53128
H  -1.87996  -0.74988  -1.27671
H  -1.71897  0.51365  -0.18604
C  -1.67336  0.12420  -7.10774
O  -1.49135  -0.66941  -8.00850
N  -1.76102  1.45391  -7.22765
C  -1.97414  2.27172  -6.05571
C  -1.63791  2.06568  -8.54244
H  -1.78669  -0.20150  -6.05663
H  -2.90406  2.83713  -6.14577
H  -1.14537  2.96997  -5.92082
H  -2.03635  1.63117  -5.17921
H  -2.41572  1.68638  -9.20452
H  -0.66998  1.81998  -8.97843
H  -1.73257  3.14405  -8.45052
C  5.59266  -1.76346  5.30815
O  4.66885  -1.04079  4.96845
N  5.51490  -3.09467  5.45116
C  6.65857  -3.89211  5.85991
C  4.24944  -3.76006  5.19030
H  6.59349  -1.36253  5.52968
H  6.89869  -4.62580  5.08906
H  6.43682  -4.41536  6.79095
H  7.52228  -3.25045  6.01519
H  3.93483  -3.58159  4.16094
H  3.47760  -3.37301  5.85591
H  4.35995  -4.82813  5.35214
C  -4.11565  3.97803  0.76945
O  -3.99975  3.23055  1.72496
N  -4.60138  5.22602  0.83400
C  -4.71326  6.07361  -0.33822
C  -5.02988  5.74077  2.12676
H  -3.81895  3.68102  -0.25098
H  -4.11820  6.97857  -0.20573
H  -5.75477  6.35559  -0.49967
H  -4.35340  5.54232  -1.21694
H  -4.19556  5.73293  2.82792
H  -5.82240  5.11363  2.53438
H  -5.39521  6.75691  2.00893

Output
total charge = +1
gap between HOMO and LUMO = 8.41 eV
E = -7946.4836 Eh
LUMO level = -2.8 eV
maximum force = 3.12 eV/A

Atomic partial charges in e from the Mulliken method, atoms 1 to 5: -1.57 -0.50 -1.20 1.16 -0.53

***

[2]
DFT (wB97M-V/def2-TZVPD) results for a 3-piece molecular cluster, C4H8N2 overall at a distorted geometry.

Geometry (Å):
C  -1.18089  1.41432  1.11651
N  -0.83087  0.63646  0.18178
C  -1.26165  -0.76755  0.39928
C  1.74311  -1.17857  -1.36911
C  1.87659  -0.02706  -0.70098
N  1.96789  1.02876  -0.11557
H  -1.28219  2.49827  1.19001
H  0.38483  1.55557  -0.59663
H  -1.52105  1.01301  2.04614
H  -0.40395  -1.27269  0.83118
H  -1.51405  -1.15540  -0.57713
H  -2.19051  -0.85626  0.99850
H  1.71001  -1.06301  -2.44946
H  2.50271  -1.82584  -0.95453

Output
total charge = 0
energy above the lowest of the compared OMol25 structures with the same formula, charge and spin = 141.2 kcal per mole
gap between HOMO and LUMO (alpha / beta) = 7.30 / 7.30 eV
E = -266.4970 Eh
LUMO level (alpha / beta) = -0.1 / -0.1 eV
maximum force = 3.63 eV/A

Atomic partial charges in e from the Mulliken method, atoms 1 to 5: -0.22 -0.32 -0.96 -1.06 0.70

***

> Number 2 is which compound?

C4H8N2

***

Repeat the second record exactly.
DFT (wB97M-V/def2-TZVPD) results for a 3-piece molecular cluster, C4H8N2 overall at a distorted geometry.

Geometry (Å):
C  -1.18089  1.41432  1.11651
N  -0.83087  0.63646  0.18178
C  -1.26165  -0.76755  0.39928
C  1.74311  -1.17857  -1.36911
C  1.87659  -0.02706  -0.70098
N  1.96789  1.02876  -0.11557
H  -1.28219  2.49827  1.19001
H  0.38483  1.55557  -0.59663
H  -1.52105  1.01301  2.04614
H  -0.40395  -1.27269  0.83118
H  -1.51405  -1.15540  -0.57713
H  -2.19051  -0.85626  0.99850
H  1.71001  -1.06301  -2.44946
H  2.50271  -1.82584  -0.95453

Output
total charge = 0
energy above the lowest of the compared OMol25 structures with the same formula, charge and spin = 141.2 kcal per mole
gap between HOMO and LUMO (alpha / beta) = 7.30 / 7.30 eV
E = -266.4970 Eh
LUMO level (alpha / beta) = -0.1 / -0.1 eV
maximum force = 3.63 eV/A

Atomic partial charges in e from the Mulliken method, atoms 1 to 5: -0.22 -0.32 -0.96 -1.06 0.70

***

> Which value of E does entry 2 give?

-266.4970 Eh

***

> Number 1 is which compound?

C30H58BBr2ClN7O10